Record 1
The following is a quantum chemistry calculation of a cluster of 3 separate species, C4H15N5 in total at a distorted geometry, from OMol25.

Structure (XYZ):
```
24
Properties=species:S:1:pos:R:3:nbo_charge:R:1
C 1.107 1.834 0.423 -0.4534
C 1.866 0.838 -1.618 -0.4514
N 1.652 0.662 -0.209 -0.4297
N 1.605 -1.064 1.514 -0.0380
N 2.525 -0.526 1.057 -0.1537
H 3.538 -0.802 1.167 0.3844
H 1.013 1.648 1.494 0.1957
H 1.750 2.713 0.267 0.1547
H 2.490 1.718 -1.844 0.1556
H 0.896 0.993 -2.109 0.2233
H 2.315 -0.057 -2.049 0.1969
H 0.124 2.083 0.005 0.2226
C -2.188 0.344 0.943 -0.4399
C -1.475 -2.263 -0.157 -0.4354
N -1.050 -1.005 -0.762 -0.4880
N -1.833 0.142 -0.461 -0.4782
H -0.096 -0.784 -0.486 0.3734
H -2.666 0.103 -1.038 0.3402
H -2.672 1.319 1.031 0.1998
H -1.275 0.339 1.541 0.1993
H -2.873 -0.409 1.356 0.1669
H -2.491 -2.496 -0.486 0.1844
H -1.451 -2.282 0.941 0.1684
H -0.810 -3.048 -0.518 0.2020
```

Charge = 0
LUMO (alpha / beta) = 0.21 / 0.23 eV
Orbital gap (alpha / beta) = 8.32 / 7.89 eV

=====

Record 2
The following is a quantum chemistry calculation of a cluster of 3 separate species, C4H15NO2 in total at a distorted geometry, from OMol25.

Structure (XYZ):
```
22
Properties=species:S:1:pos:R:3:lowdin_spin:R:1
C -1.593 -1.539 -0.896 0.0183
C -0.178 -1.255 -1.427 0.0656
N 0.452 -0.109 -0.804 0.6440
C 0.670 -0.268 0.629 0.0647
C 1.501 0.527 -1.578 0.0626
H -1.567 -2.416 -0.247 -0.0002
H -1.969 -0.647 -0.410 -0.0003
H -2.279 -1.712 -1.726 0.0020
H -0.103 -1.154 -2.508 0.0029
H 0.480 -2.098 -1.200 0.0383
H 1.750 -0.383 0.779 0.0282
H 0.087 -1.109 0.974 0.0015
H 0.508 0.707 1.081 0.0229
H 1.924 -0.178 -2.292 0.0208
H 1.122 1.380 -2.150 0.0248
H 2.258 0.934 -0.929 0.0039
H 0.442 -2.450 3.727 0.0000
H -0.697 -3.343 4.080 0.0000
O -0.491 -2.400 3.996 0.0001
H -0.312 6.389 0.645 0.0000
H -1.458 5.444 0.231 0.0000
O -0.546 5.680 0.025 0.0000
```

Multiplicity = 2
<S²> = 0.754
Charge = +1
LUMO (alpha / beta) = -2.81 / -7.15 eV
Orbital gap (alpha / beta) = 11.00 / 6.66 eV

=====

Record 3
The following is a quantum chemistry calculation of a cluster of 3 separate species, C4H15NO2S in total at a distorted geometry, from OMol25.

Structure (XYZ):
```
23
Properties=species:S:1:pos:R:3:nbo_charge:R:1
C 0.852 -2.325 0.417 -0.6577
C 0.068 -1.613 -0.736 -0.2063
N -0.085 -0.205 -0.483 -0.6551
C -1.041 0.454 -1.400 -0.2161
C -1.212 1.947 -1.047 -0.5109
S 0.048 2.828 -2.025 -0.1111
H 1.197 -3.289 0.008 0.2277
H 0.204 -2.700 1.253 0.1968
H 1.241 -1.506 0.974 0.2461
H 0.674 -1.828 -1.590 0.1557
H -0.896 -2.111 -0.892 0.1827
H 0.683 0.304 -0.264 0.3753
H -0.755 0.392 -2.436 0.1780
H -2.071 -0.032 -1.438 0.1841
H -1.232 2.177 -0.049 0.2293
H -2.257 2.221 -1.376 0.2318
H 1.138 3.367 -1.390 0.1465
O 2.801 0.556 1.614 -0.9464
H 2.744 0.955 2.457 0.4714
H 3.496 1.056 1.097 0.4780
O -2.093 -0.133 2.677 -0.9534
H -2.330 -0.597 1.905 0.4765
H -1.173 0.082 2.724 0.4772
```

Charge = 0
LUMO = 0.34 eV
Orbital gap = 8.95 eV

=====

Record 4
The following is a quantum chemistry calculation of a structure of composition C4H15NO3 at a distorted geometry, from OMol25.

Structure (XYZ):
```
23
Properties=species:S:1:pos:R:3:nbo_charge:R:1
N 1.752 0.512 0.693 -0.5477
C 0.488 0.618 1.177 0.1808
C -0.439 1.094 0.103 -0.5053
C 0.508 1.587 -0.981 -0.4017
C 1.680 0.643 -0.801 -0.2313
H 2.362 1.194 1.127 0.3966
H 0.471 1.131 2.120 0.2262
H 0.033 -0.555 1.561 -0.0517
H -1.179 1.819 0.450 0.2553
H -1.136 0.360 -0.279 0.3311
H 0.870 2.596 -0.747 0.1869
H 0.142 1.602 -2.011 0.2601
H 2.647 0.976 -1.160 0.2110
H 1.436 -0.351 -1.177 0.2357
H -1.338 -1.647 0.779 0.4803
H -2.697 -1.448 1.950 0.4571
O -2.119 -0.929 1.381 -1.1230
H 0.249 -2.327 0.355 0.4274
H -0.069 -1.188 1.994 0.3579
O -0.632 -2.271 -0.027 -1.1034
H -1.558 -1.151 -2.745 0.4682
H -0.708 -1.416 -1.472 0.5114
O -0.764 -0.849 -2.290 -1.0219
```

Charge = 0
LUMO = -1.49 eV
Orbital gap = 7.38 eV

=====

Record 5
The following is a quantum chemistry calculation of a cluster of 4 separate species, C4H15NO3 in total at a distorted geometry, from OMol25.

Structure (XYZ):
```
23
Properties=species:S:1:pos:R:3:nbo_charge:R:1
C -0.094 1.444 1.499 -0.3996
C 0.322 1.301 -0.023 -0.4498
C -0.335 0.060 -0.564 -0.2502
N -1.419 -0.398 0.470 -0.6375
C -1.374 0.538 1.503 -0.2243
H -0.300 2.459 1.986 0.2245
H 0.693 0.999 2.104 0.1924
H 1.471 1.264 0.113 0.2182
H 0.227 2.149 -0.740 0.2229
H -0.687 0.283 -1.586 0.1935
H 0.344 -0.858 -0.721 0.2033
H -2.233 -0.537 -0.026 0.3666
H -1.495 0.219 2.568 0.1782
H -2.282 1.157 1.381 0.1617
O -0.632 -4.583 -0.282 -0.9330
H -1.125 -4.074 0.260 0.4641
H -1.160 -5.209 -0.730 0.4685
O 2.133 -2.838 2.021 -0.9148
H 1.273 -3.146 2.083 0.4598
H 2.000 -1.956 2.243 0.4553
O 1.745 3.676 -4.258 -0.9326
H 0.956 3.502 -4.934 0.4709
H 1.971 4.547 -4.367 0.4620
```

Charge = 0
LUMO = 0.72 eV
Orbital gap = 9.28 eV

=====

Record 6
The following is a quantum chemistry calculation of a cluster of 4 separate species, C4H15NO3 in total at a distorted geometry, from OMol25.

Structure (XYZ):
```
23
Properties=species:S:1:pos:R:3:nbo_charge:R:1
C 0.504 2.929 -0.025 -0.6054
C 0.340 1.666 0.806 -0.4329
C -0.480 0.611 0.129 -0.3461
C -0.390 -0.696 0.393 0.0145
N -1.289 -1.709 0.055 -0.8199
H 0.988 2.742 -0.981 0.2001
H 1.029 3.740 0.481 0.2151
H -0.467 3.420 -0.154 0.2048
H 1.325 1.309 1.134 0.2068
H -0.169 1.917 1.745 0.2033
H -1.040 0.959 -0.736 0.1990
H 0.335 -1.085 1.102 0.1905
H -0.818 -2.591 -0.098 0.4037
H -1.856 -1.509 -0.755 0.3697
O -3.078 -0.131 2.237 -0.9462
H -2.607 0.654 1.920 0.4640
H -2.515 -0.838 1.881 0.4797
O 0.949 -3.234 -1.293 -0.9838
H 1.595 -2.621 -1.711 0.5019
H 1.361 -4.102 -1.144 0.4763
O 2.323 -0.714 -1.465 -0.9546
H 1.641 -0.146 -1.108 0.4894
H 2.318 -0.574 -2.412 0.4701
```

Charge = 0
LUMO = 0.52 eV
Orbital gap = 8.98 eV

=====

> The highest charge belongs to which entry?

C4H15NO2

=====

> Which of these has the highest charge?

C4H15NO2